65
Properties=species:S:1:pos:R:3 method="wB97M-V/def2-TZVPD" orbital_gap_ev="7.2958 / 8.1754" e_homo_ev="-6.97 / -7.85" fmax_ev_per_a=0.84 multiplicity=4 lumo_energy_ev="0.33 / 0.33" charge=0
Co -0.50 0.39 -0.11
C -2.76 -3.09 -0.63
Sb -0.78 -2.43 -0.13
C -0.75 -3.33 1.81
C 0.25 -4.04 -1.22
C 1.04 -5.00 -0.38
C 0.43 -6.16 0.09
C 1.09 -7.07 0.90
C 2.41 -6.83 1.25
C 3.04 -5.68 0.79
C 2.38 -4.75 -0.02
C 3.10 -3.49 -0.43
Sb 2.70 -1.84 0.94
C 3.99 -2.65 2.47
C 4.21 -0.57 0.08
H -2.92 -2.99 -1.70
H -3.48 -2.48 -0.09
H -2.88 -4.14 -0.34
H -1.13 -4.35 1.76
H -1.37 -2.73 2.47
H 0.28 -3.37 2.20
H 0.86 -3.55 -1.98
H -0.57 -4.56 -1.73
H -0.60 -6.36 -0.20
H 0.59 -7.97 1.24
H 2.95 -7.53 1.88
H 4.07 -5.49 1.06
H 2.82 -3.16 -1.43
H 4.18 -3.63 -0.40
H 4.95 -2.93 2.03
H 3.52 -3.52 2.92
H 4.15 -1.89 3.24
H 5.15 -1.12 0.00
H 4.35 0.31 0.70
H 3.88 -0.25 -0.92
O 2.65 2.77 4.79
C 1.93 2.22 3.79
C 1.50 0.90 3.81
C 0.78 0.44 2.73
N 0.49 1.18 1.66
C 0.90 2.44 1.67
Br 0.47 3.53 0.19
C 1.63 3.01 2.70
H 2.78 2.13 5.49
H 1.70 0.25 4.65
H 0.40 -0.58 2.71
H 1.94 4.05 2.67
C -4.42 1.35 -1.62
S -2.81 1.18 -2.37
C -3.36 0.41 -3.88
O -2.08 0.08 -1.64
H -5.05 1.95 -2.29
H -4.29 1.84 -0.66
H -4.84 0.35 -1.47
H -4.05 1.08 -4.39
H -3.84 -0.53 -3.61
H -2.48 0.23 -4.50
C 1.06 0.47 -1.45
H 1.99 0.89 -1.03
H 0.79 1.11 -2.31
H 1.29 -0.52 -1.86
O -2.24 1.63 0.71
N -2.80 0.68 1.35
O -3.96 0.75 1.75
O -2.09 -0.37 1.54